Record 1
The following is a quantum chemistry calculation of a single C12H18ClN3O3 molecule, from the Open Molecules 2025 dataset.

Geometry as XYZ:
```
37
Properties=species:S:1:pos:R:3:mulliken_charge:R:1
C -2.856 -2.843 3.973 -1.2526
C -2.582 -3.192 2.480 -0.6045
C -2.312 -1.922 1.799 -0.4353
C -1.974 -1.915 0.165 -1.2121
N -1.781 -0.570 -0.536 0.2357
C -3.027 -0.059 -1.090 -1.5817
C -0.412 -0.397 -0.933 0.6233
C -0.357 0.623 -1.855 -0.3968
N 0.604 1.124 -2.556 -0.5708
N 2.016 0.804 -1.847 0.3274
C 2.997 1.720 -2.211 -1.0461
C 3.024 2.902 -1.464 0.8671
O 2.350 3.315 -0.577 -0.5438
O 4.322 3.326 -1.640 -0.3704
C 4.594 4.752 -0.897 -0.7055
C 1.930 -0.066 -0.768 0.3488
O 3.252 -0.284 -0.153 -0.7714
C 0.828 -0.678 -0.362 0.0240
Cl 0.961 -1.755 1.092 -0.1086
H -2.006 -2.291 4.332 0.3220
H -3.614 -2.348 4.191 0.4978
H -2.888 -3.966 4.323 0.2996
H -3.285 -3.674 2.013 0.4853
H -1.623 -3.658 2.235 0.2813
H -3.227 -1.215 1.759 0.1746
H -1.538 -1.299 1.947 0.5365
H -2.688 -2.609 -0.219 0.5283
H -1.012 -2.713 0.032 0.4150
H -3.063 -0.460 -1.890 0.6857
H -3.733 -0.262 -0.313 0.4034
H -2.858 1.018 -0.857 0.4287
H -1.227 0.858 -2.584 0.3921
H 3.914 1.097 -1.981 0.3946
H 3.091 1.628 -3.318 0.4162
H 4.827 4.393 -0.017 0.3586
H 3.827 5.508 -0.936 0.2955
H 5.526 5.108 -1.337 0.2580
```

Summary:
- multiplicity = 1
- energy relative to the best compared isomer or geometry (same formula, charge and spin) (kcal/mol) = 238.4
- HOMO energy (eV) = -8.521
- SMILES string = CCCCN(C)c1cnn(CC(=O)OC)c(=O)c1Cl
- maximum force (eV/A) = 13.5

=====

Record 2
The following is a quantum chemistry calculation of a molecular structure, C12H18F18NaO9P3, from the Open Molecules 2025 dataset.

Geometry as XYZ:
```
61
Properties=species:S:1:pos:R:3:mulliken_charge:R:1
Na 0.171 0.849 0.543 0.8465
P 1.982 -1.691 2.771 1.2795
F 3.115 -2.069 1.624 -0.3788
F 0.866 -1.588 1.584 -0.3398
F 1.618 -3.264 2.931 -0.4331
F 0.906 -1.309 3.882 -0.3947
F 3.133 -1.848 3.911 -0.4081
F 2.341 -0.130 2.524 -0.3104
P -0.518 3.548 2.472 1.2738
F -0.495 5.129 2.112 -0.3900
F -1.316 3.339 1.050 -0.4051
F 0.810 3.192 1.644 -0.3444
F -0.825 1.973 2.765 -0.3802
F 0.287 3.800 3.824 -0.3862
F -1.960 3.848 3.235 -0.4495
P 3.804 1.826 -0.703 1.3149
F 2.448 1.173 -0.067 -0.2605
F 2.974 3.217 -0.892 -0.3982
F 4.284 2.197 0.777 -0.3866
F 5.128 2.581 -1.276 -0.4000
F 4.640 0.409 -0.572 -0.3751
F 3.418 1.292 -2.184 -0.3580
C -6.090 -0.440 3.206 -1.4093
C -4.800 0.419 3.260 0.2978
C -3.819 0.019 4.344 -0.4896
O -2.628 -0.237 3.636 -0.2573
C -2.825 -0.163 2.308 0.5179
O -2.000 -0.333 1.478 -0.3573
O -4.140 0.027 2.042 -0.3523
H -5.842 -1.463 2.946 0.3493
H -6.874 -0.026 2.571 0.3262
H -6.584 -0.363 4.186 0.3996
H -4.963 1.497 3.171 0.3708
H -4.331 -0.774 4.904 0.2985
H -3.671 0.818 5.072 0.3134
C 3.238 -1.996 -1.325 -0.9157
C 2.032 -2.833 -1.757 0.4294
C 1.354 -3.592 -0.608 -0.2486
O -0.011 -3.116 -0.561 -0.4143
C -0.037 -1.940 -1.211 0.5978
O -0.784 -1.041 -1.074 -0.4290
O 1.003 -1.899 -2.119 -0.2302
H 3.054 -1.644 -0.307 0.0402
H 3.355 -1.146 -1.995 0.1012
H 4.195 -2.518 -1.266 0.4418
H 2.208 -3.418 -2.664 0.3204
H 1.825 -3.433 0.363 0.0534
H 1.196 -4.667 -0.728 0.2822
C -0.916 0.302 -5.966 -1.6768
C -0.243 0.035 -4.617 0.8184
C 1.135 0.710 -4.551 -0.5248
O 1.066 1.529 -3.404 -0.2531
C -0.120 1.445 -2.823 0.6681
O -0.339 1.837 -1.722 -0.5430
O -0.975 0.771 -3.622 -0.3873
H -0.643 -0.489 -6.675 0.4026
H -0.836 1.272 -6.448 0.3973
H -1.987 0.098 -5.857 0.3798
H -0.324 -1.002 -4.307 0.2120
H 1.393 1.318 -5.416 0.4103
H 1.916 -0.042 -4.420 0.1442
```

Summary:
- multiplicity = 1
- energy relative to the best compared isomer or geometry (same formula, charge and spin) (kcal/mol) = 49.0
- net charge = -2
- HOMO energy (eV) = -6.054
- maximum force (eV/A) = 2.6

=====

Record 3
The following is a quantum chemistry calculation of a molecular structure, C12H18F18NaO9P3, from the Open Molecules 2025 dataset.

Geometry as XYZ:
```
61
Properties=species:S:1:pos:R:3:mulliken_charge:R:1
Na 7.115 -4.185 1.162 0.9065
P 8.984 -6.828 0.007 1.3601
F 10.229 -6.808 -1.103 -0.3966
F 9.920 -6.801 1.335 -0.3669
F 9.286 -5.184 0.018 -0.4005
F 7.595 -6.545 0.821 -0.4709
F 8.120 -6.681 -1.415 -0.3914
F 8.842 -8.428 0.156 -0.3626
P 9.404 -2.966 3.087 1.2398
F 9.587 -1.491 3.821 -0.4133
F 9.463 -3.651 4.551 -0.4379
F 7.776 -2.969 3.230 -0.4685
F 9.349 -4.377 2.449 -0.2624
F 9.394 -2.379 1.649 -0.2773
F 11.074 -3.081 3.094 -0.4180
P 7.628 -2.273 -2.265 1.4843
F 6.244 -2.493 -3.107 -0.3969
F 8.229 -3.689 -2.992 -0.3751
F 8.213 -1.295 -3.551 -0.4173
F 9.032 -2.005 -1.437 -0.3730
F 7.136 -0.792 -1.653 -0.4009
F 7.007 -3.128 -1.005 -0.4712
C 1.694 -4.088 -1.885 -1.2519
C 2.894 -4.932 -1.753 0.5074
C 4.313 -4.270 -1.721 -0.5185
O 4.963 -4.895 -0.566 0.1989
C 4.024 -5.568 0.117 0.2850
O 4.307 -6.064 1.148 -0.4042
O 2.853 -5.702 -0.608 -0.3865
H 0.816 -4.725 -1.992 0.3697
H 1.894 -3.335 -2.648 0.4145
H 1.544 -3.438 -1.023 -0.0055
H 2.945 -5.537 -2.658 0.2728
H 4.125 -3.205 -1.583 0.1616
H 4.665 -4.421 -2.741 0.4490
C 5.704 -6.311 3.877 -1.0910
C 5.106 -5.444 4.957 0.3856
C 3.742 -4.932 4.588 0.0646
O 3.094 -5.254 5.730 -0.3817
C 3.757 -6.118 6.469 0.5085
O 3.392 -6.782 7.413 -0.6191
O 4.966 -6.388 5.909 -0.3740
H 6.222 -5.638 3.194 0.0208
H 5.041 -7.015 3.373 0.3777
H 6.525 -6.902 4.285 0.4495
H 5.661 -4.584 5.331 0.4599
H 3.253 -5.364 3.715 0.1564
H 3.876 -3.859 4.451 0.1208
C 0.953 -0.876 2.431 -1.3497
C 1.908 -1.309 1.229 0.4700
C 3.034 -0.286 0.935 -0.6063
O 4.203 -1.074 0.868 -0.2972
C 3.957 -2.262 1.493 0.2638
O 4.802 -3.070 1.863 -0.1944
O 2.660 -2.366 1.751 -0.2276
H 0.548 -1.822 2.790 0.3312
H 0.194 -0.166 2.101 0.3810
H 1.618 -0.520 3.217 0.3368
H 1.501 -1.545 0.246 0.2480
H 3.210 0.554 1.608 0.2647
H 2.886 0.114 -0.068 0.3195
```

Summary:
- multiplicity = 1
- energy relative to the best compared isomer or geometry (same formula, charge and spin) (kcal/mol) = 104.6
- net charge = -2
- HOMO energy (eV) = -6.018
- maximum force (eV/A) = 4.6

=====

Record 4
The following is a quantum chemistry calculation of a molecular structure, C12H18F4N2O7P2Pb, from the Open Molecules 2025 dataset.

Geometry as XYZ:
```
46
Properties=species:S:1:pos:R:3:mulliken_charge:R:1
Pb 0.527 0.393 -0.171 1.2463
C 1.410 -1.667 2.450 -1.0627
N 0.779 -0.355 2.259 0.3182
C 1.481 0.658 3.048 -1.0749
C -0.643 -0.436 2.623 -1.2217
C -1.397 0.876 2.426 -0.7673
N -1.024 1.528 1.171 -0.3760
C -1.505 2.777 0.933 0.0744
C -0.975 3.540 -0.130 0.4262
F -0.006 2.971 -0.896 -0.3047
C -1.357 4.824 -0.433 -0.2006
F -0.767 5.450 -1.460 -0.3141
C -2.323 5.481 0.303 -0.4379
C -2.889 4.764 1.336 0.0051
F -3.853 5.333 2.072 -0.3104
C -2.514 3.471 1.644 0.7188
F -3.193 2.878 2.652 -0.3330
H 1.335 -1.991 3.495 0.3403
H 2.463 -1.608 2.175 0.3297
H 0.923 -2.396 1.808 0.2923
H 1.393 0.458 4.123 0.3486
H 1.070 1.645 2.837 0.3008
H 2.536 0.657 2.776 0.3277
H -0.749 -0.736 3.674 0.4542
H -1.082 -1.215 1.994 0.3923
H -1.183 1.544 3.268 0.5433
H -2.463 0.642 2.464 0.5215
H -2.625 6.494 0.084 0.4931
C 1.695 -4.020 -2.019 -1.7751
C 0.939 -2.935 -2.771 1.1097
O 0.336 -3.404 -3.966 -0.6041
P 2.090 -1.612 -3.303 0.7036
O 1.315 -0.678 -4.313 -0.4940
O 3.119 -2.391 -4.229 -0.5312
O 2.746 -0.905 -2.180 -0.6897
P -0.378 -2.119 -1.735 0.8136
O -1.524 -3.219 -2.021 -0.5767
O -0.050 -2.070 -0.260 -0.4873
O -0.731 -0.768 -2.306 -0.9099
H 2.442 -4.460 -2.679 0.4466
H 1.008 -4.801 -1.689 0.4076
H 2.189 -3.590 -1.147 0.3297
H -0.439 -3.926 -3.730 0.3880
H 0.506 -0.332 -3.876 0.4153
H 3.738 -1.792 -4.671 0.3570
H -2.369 -2.961 -1.626 0.3672
```

Summary:
- multiplicity = 1
- energy relative to the best compared isomer or geometry (same formula, charge and spin) (kcal/mol) = 0.0
- HOMO energy (eV) = -7.826
- maximum force (eV/A) = 0.8

=====

Record 5
The following is a quantum chemistry calculation of 2 unconnected molecules or ions with the total composition C12H18FNO7P, from the Open Molecules 2025 dataset.

Geometry as XYZ:
```
40
Properties=species:S:1:pos:R:3:mulliken_charge:R:1
O -2.153 -1.511 -4.161 -0.5586
C -0.973 -1.957 -4.136 0.6532
O 0.109 -1.112 -4.578 -0.4992
C -0.600 -3.434 -3.600 -0.7158
C -0.751 -3.519 -1.982 0.4235
C 0.492 -4.088 -1.129 -0.6501
O 0.765 -3.215 0.011 -0.4933
P -0.406 -1.893 0.030 0.3070
F -1.542 -3.073 0.685 -0.4437
C 1.127 -0.778 -0.248 0.3880
C 2.384 -1.180 -1.087 -0.0723
C 3.556 -0.133 -1.150 -0.4716
C 3.355 1.183 -0.370 -0.2458
N 2.217 1.592 0.385 -0.4534
C 1.163 0.619 0.425 -0.3836
O -0.825 -2.119 -1.625 -0.3273
H 0.031 -0.237 -4.127 0.3384
H -1.290 -4.151 -4.156 0.3361
H 0.515 -3.600 -3.816 0.2813
H -1.662 -4.190 -1.826 0.2221
H 1.424 -4.173 -1.815 0.1778
H 0.419 -5.163 -0.731 0.2643
H -0.054 -1.729 1.440 0.0326
H -1.314 -0.779 0.227 -0.0265
H 2.436 -2.184 -1.612 0.1480
H 4.517 -0.360 -1.711 0.2782
H 4.237 1.923 -0.398 0.2392
H 0.237 0.895 1.055 0.2604
C 0.605 3.551 4.309 -0.5145
O -0.359 4.533 3.934 -0.3253
C -1.451 4.029 3.333 0.8133
O -1.661 2.863 3.100 -0.5338
O -2.271 5.052 3.035 -0.3325
C -3.480 4.661 2.387 -0.6190
H 1.442 4.065 4.783 0.2048
H 0.179 2.850 5.031 0.2820
H 0.977 3.022 3.429 0.2218
H -4.066 4.002 3.031 0.2846
H -3.266 4.177 1.432 0.2979
H -4.062 5.563 2.195 0.2117
```

Summary:
- multiplicity = 1
- net charge = -1
- HOMO energy (eV) = -4.703
- maximum force (eV/A) = 5.0

=====

> Look up the multiplicity of the fourth one.

1

=====

> The lowest HOMO energy belongs to which entry?

C12H18ClN3O3

=====

> Among the records above, which one has the lowest maximum force?

C12H18F4N2O7P2Pb

=====

> Which of these has the lowest maximum force?

C12H18F4N2O7P2Pb